The following is a quantum chemistry calculation of a molecular structure, C53H55N5O5S4Ti at a distorted geometry, from the OMol25 dataset.

Values from the calculation:
⟨S²⟩: 2.03
Net charge: -2
E_LUMO (alpha / beta), eV: 3.348 / 3.346
M, u: 1018.188
Energy above the lowest of the compared OMol25 structures with the same formula, charge and spin, kJ/mol: 0.0
HOMO-LUMO gap (alpha / beta), eV: 4.0030 / 5.6855
Energy, hartree: -5144.9880
2S+1: 3

Positions of all 123 atoms, in Å:
Ti -0.764 0.383 0.422
C -0.893 -3.307 1.275
C -1.586 -2.226 2.037
N -1.400 -0.959 1.886
C -2.010 -0.206 2.889
C -2.694 -0.940 3.787
S -2.551 -2.594 3.399
C -1.908 1.269 2.918
C -2.561 2.045 3.804
S -2.218 3.678 3.484
C -1.230 3.240 2.157
N -1.137 1.956 1.989
C -0.624 4.313 1.319
H -0.228 -2.883 0.522
H -1.611 -3.971 0.793
H -0.294 -3.897 1.966
H -3.224 -0.610 4.667
H -3.193 1.745 4.626
H -1.373 5.084 1.143
H -0.323 3.917 0.356
H 0.234 4.749 1.835
C -2.033 -4.115 -2.236
C -2.346 -2.744 -1.632
C -3.723 -2.732 -0.957
C -2.206 -1.635 -2.655
C -2.951 -1.693 -3.827
C -2.842 -0.704 -4.789
C -1.983 0.357 -4.566
C -1.218 0.461 -3.405
C -0.286 1.673 -3.324
C 1.144 1.319 -3.764
C -0.262 2.434 -1.995
C -1.332 -0.555 -2.439
N -0.512 -0.527 -1.260
C 0.753 -1.082 -1.404
C 1.662 -0.836 -0.405
N 1.275 -0.064 0.679
C 2.359 0.184 1.602
C 2.638 -0.657 2.697
C 3.719 -0.362 3.525
C 4.547 0.713 3.270
C 4.310 1.500 2.156
C 3.237 1.246 1.314
C 2.989 2.140 0.114
C 2.031 3.253 0.546
C 4.262 2.716 -0.501
C 1.888 -1.950 2.954
C 2.761 -3.149 2.557
C 1.409 -2.090 4.401
C 2.957 -1.469 -0.789
C 4.216 -1.568 -0.261
C 5.219 -2.285 -0.985
C 4.979 -2.876 -2.194
C 3.678 -2.781 -2.774
C 3.265 -3.309 -4.036
C 1.983 -3.101 -4.459
C 1.020 -2.376 -3.690
C 1.386 -1.872 -2.472
C 2.728 -2.090 -2.048
H -2.096 -4.899 -1.472
H -1.026 -4.134 -2.663
H -2.746 -4.369 -3.029
H -1.612 -2.532 -0.872
H -4.531 -2.789 -1.693
H -3.857 -1.816 -0.376
H -3.823 -3.588 -0.277
H -3.643 -2.516 -3.981
H -3.436 -0.751 -5.695
H -1.907 1.146 -5.311
H -0.682 2.381 -4.055
H 1.618 0.648 -3.043
H 1.749 2.230 -3.828
H 1.152 0.826 -4.742
H 0.145 1.808 -1.205
H -1.251 2.782 -1.708
H 0.388 3.308 -2.087
H 3.914 -0.994 4.387
H 5.374 0.939 3.932
H 4.968 2.337 1.949
H 2.497 1.543 -0.654
H 2.489 3.861 1.336
H 1.132 2.807 0.963
H 1.758 3.904 -0.294
H 4.745 3.440 0.163
H 4.013 3.238 -1.430
H 4.982 1.925 -0.739
H 1.030 -1.927 2.307
H 3.699 -3.141 3.124
H 3.013 -3.122 1.493
H 2.249 -4.096 2.766
H 2.252 -2.207 5.091
H 0.769 -2.976 4.507
H 0.851 -1.205 4.717
H 4.472 -1.120 0.691
H 6.211 -2.356 -0.552
H 5.768 -3.408 -2.718
H 3.971 -3.860 -4.650
H 1.679 -3.495 -5.422
H 0.023 -2.225 -4.090
O -2.874 2.995 -0.045
C -3.268 1.883 -0.384
O -2.580 0.772 -0.091
C -4.501 1.756 -1.182
C -4.840 0.575 -1.860
C -5.938 0.501 -2.689
C -6.761 1.636 -2.866
C -6.451 2.826 -2.160
C -5.342 2.875 -1.348
N -7.847 1.588 -3.723
O -8.581 2.631 -3.863
O -8.096 0.498 -4.351
H -4.197 -0.285 -1.738
H -6.190 -0.405 -3.223
H -7.102 3.677 -2.288
H -5.088 3.782 -0.812
C 3.805 1.820 7.174
O 2.613 1.460 6.487
C 2.051 2.351 5.608
S 2.820 3.822 5.299
S 0.611 1.791 4.926
H 4.026 0.975 7.827
H 3.669 2.728 7.761
H 4.630 1.990 6.481